C41H48N5O13P4SW | the ωB97M-V functional and the def2-TZVPD basis

Positions of all 113 atoms, in Å:
W  -0.952  -0.863  -0.858
C  0.346  5.144  4.365
S  2.097  5.109  3.937
C  2.528  3.432  4.475
C  1.660  2.310  3.919
C  1.561  2.334  2.399
N  1.046  1.064  1.855
P  2.160  -0.024  1.122
C  3.426  -0.112  2.458
C  3.208  -1.087  3.432
C  4.044  -1.201  4.532
C  5.126  -0.341  4.667
C  5.364  0.624  3.698
C  4.519  0.739  2.602
C  3.034  0.977  -0.137
C  2.469  2.097  -0.736
C  3.117  2.740  -1.782
C  4.334  2.268  -2.246
C  4.899  1.141  -1.666
C  4.249  0.498  -0.629
P  -0.495  1.032  1.027
C  -1.454  2.246  1.976
C  -1.932  3.401  1.370
C  -2.706  4.292  2.103
C  -3.008  4.022  3.428
C  -2.531  2.866  4.037
C  -1.756  1.977  3.311
C  -1.346  -0.535  1.285
C  -0.686  -1.848  1.689
C  -1.382  -2.575  2.812
C  -2.633  -2.293  3.168
C  -3.382  -1.226  2.512
C  -2.765  -0.384  1.679
H  -0.004  6.158  4.180
H  0.196  4.903  5.417
H  -0.230  4.460  3.744
H  2.536  3.397  5.566
H  3.558  3.304  4.134
H  0.657  2.346  4.349
H  2.101  1.360  4.231
H  2.553  2.518  1.977
H  0.941  3.173  2.078
H  2.363  -1.760  3.325
H  3.856  -1.961  5.279
H  5.786  -0.426  5.521
H  6.209  1.294  3.798
H  4.714  1.496  1.853
H  1.507  2.469  -0.403
H  2.664  3.613  -2.237
H  4.832  2.764  -3.069
H  5.834  0.747  -2.043
H  4.684  -0.399  -0.201
H  -1.742  3.569  0.319
H  -3.095  5.182  1.627
H  -3.625  4.711  3.992
H  -2.777  2.652  5.069
H  -1.406  1.056  3.763
H  0.351  -1.685  2.003
H  -0.805  -3.294  3.381
H  -3.089  -2.819  3.999
H  -4.425  -1.073  2.760
H  -3.312  0.459  1.278
O  2.367  -0.610  -3.165
C  1.313  -1.101  -2.830
O  0.895  -1.094  -1.578
C  0.480  -1.874  -3.817
C  1.084  -2.208  -5.018
C  0.375  -2.928  -5.956
C  -0.931  -3.329  -5.739
C  -1.541  -3.001  -4.543
C  -0.844  -2.252  -3.563
O  -1.513  -1.875  -2.481
N  -2.901  -3.362  -4.388
O  -3.427  -3.457  -3.113
O  -3.535  -3.948  -5.279
N  1.020  -3.288  -7.223
O  2.192  -3.000  -7.368
O  0.383  -3.953  -8.019
H  2.096  -1.886  -5.208
H  -1.478  -3.883  -6.485
N  -3.824  -0.049  -3.916
C  -3.373  1.143  -3.173
C  -4.092  2.423  -3.604
P  -1.546  1.254  -3.426
O  -1.308  2.851  -3.453
O  -1.170  0.593  -4.693
O  -0.846  0.789  -2.138
P  -3.715  0.808  -1.405
O  -5.253  0.324  -1.412
O  -2.934  -0.478  -1.032
O  -3.545  1.992  -0.541
H  -3.182  -0.231  -4.683
H  -4.742  0.124  -4.310
H  -3.020  -2.696  -2.641
H  -3.851  2.655  -4.643
H  -3.810  3.267  -2.979
H  -5.171  2.270  -3.513
H  -0.365  3.034  -3.564
H  -5.296  -0.572  -1.776
C  -0.051  -4.188  -1.317
C  -0.036  -3.769  0.149
C  1.418  -3.737  0.628
C  -0.822  -4.847  0.913
N  -0.646  -2.428  0.327
H  0.351  -5.199  -1.394
H  0.572  -3.537  -1.925
H  -1.066  -4.196  -1.714
H  1.883  -4.709  0.454
H  1.487  -3.523  1.698
H  1.975  -2.971  0.088
H  -0.497  -5.831  0.569
H  -1.891  -4.748  0.718
H  -0.664  -4.807  1.987

total charge: -1
energy: -127185.830 eV
highest occupied orbital energy (alpha / beta): -4.84 / -5.64 eV
ΔE to the lowest compared entry with this formula, charge and spin: 56.2 kcal per mole
spin multiplicity: 3
orbital gap (alpha / beta): 0.237 / 0.277 Ha